Entry from the OMol25 dataset: a 11-piece molecular cluster, C26H79N5O11 overall in a non-equilibrium geometry (wB97M-V/def2-TZVPD).

As for the energy above the lowest of the compared OMol25 structures with the same formula, charge and spin: 313.51 kJ/mol. The HOMO-LUMO gap comes out at 9.315 eV.

The geometry in ORCA input format:
```
! wB97M-V def2-TZVPD RIJCOSX def2/J DEFGRID3
* xyz 0 1
H 0.809 -4.072 3.718
C 3.108 -5.755 -1.024
H 1.812 -1.739 -1.542
H -3.138 -1.193 -6.257
H -0.310 5.681 -2.741
C 0.736 -1.822 -1.833
H 0.882 0.488 -1.078
H -3.175 2.119 5.394
H 0.376 1.012 -5.254
H 2.915 -5.963 -2.044
C 1.845 -2.245 3.339
H 2.698 1.982 -1.211
H 3.710 4.853 -1.469
H -1.410 -3.727 -4.157
H -0.190 -2.809 3.190
O -3.297 6.186 -1.909
C 1.024 1.744 -4.700
C 2.876 4.664 -0.792
O -1.028 -0.846 7.683
H 0.966 -1.595 7.479
H -5.149 -4.957 -2.777
C -3.591 -1.449 -5.289
H -0.762 0.385 -1.762
C -2.163 0.407 5.989
H -1.228 -0.462 4.256
H 1.278 3.797 4.334
H -2.818 6.671 0.038
C -1.405 -4.916 1.082
H -3.683 -1.451 -2.584
H 3.003 -1.923 0.009
H -0.602 1.211 7.357
C -0.117 0.044 -0.940
C -3.185 -2.330 -2.941
H -3.934 -0.456 -4.893
H 4.919 1.526 -2.255
H -1.205 2.758 4.243
N -2.041 -3.299 -4.832
H -1.886 5.360 -0.748
H 0.375 -2.798 4.827
H 4.594 -2.872 0.040
H -0.382 5.746 -4.551
H -0.351 -4.725 0.721
C -0.633 0.659 0.330
H -2.951 -0.441 4.143
C 3.962 -2.120 0.500
C 4.672 1.740 -1.192
H -1.346 -5.404 2.056
H 5.383 1.164 -0.633
C -2.053 0.256 0.775
O 1.040 4.550 -3.598
H 0.537 -0.828 9.047
N -0.639 2.096 0.099
H 1.618 5.200 -5.473
O -2.154 -3.688 1.152
H 0.250 2.540 -0.225
H 2.760 -2.162 3.991
C 1.528 4.230 -4.914
H 2.445 -4.131 -0.299
C 0.645 -3.032 3.831
H -1.883 -5.601 0.415
O -0.486 2.859 3.606
C 0.165 -1.432 8.219
N -2.223 1.775 5.394
O 3.338 1.274 -0.960
H 0.506 -2.822 -2.040
H 4.814 2.757 -0.872
C 2.386 -2.922 2.145
H 2.142 1.948 -6.827
H 0.655 1.827 -3.643
H -2.265 0.797 1.718
H 3.144 -6.705 -0.472
O -4.239 -3.260 -3.262
O 2.027 3.607 -1.286
H -1.789 2.395 6.019
H -0.846 2.632 0.953
C 0.935 3.007 -5.537
H 4.515 -1.168 0.503
H -0.120 3.238 -5.734
H -2.985 0.111 6.684
H 0.882 2.809 -7.640
H 1.378 2.264 3.354
H -4.578 -4.016 -1.376
H 0.058 0.439 1.116
H 3.171 4.285 0.173
H -4.150 5.765 -2.100
O -0.052 -1.358 -0.779
H 2.449 -4.022 2.335
H 4.066 -5.346 -0.952
H -3.471 4.966 -0.161
C -2.851 5.772 -0.630
H 2.579 3.943 -4.788
H -2.330 -1.595 5.206
C -2.119 -0.603 4.804
N 1.520 -0.782 3.054
C -0.883 0.257 6.808
C 0.790 2.798 4.100
H 2.405 5.721 -0.547
H -0.058 -2.410 8.699
H -4.442 -2.093 -5.508
C -0.294 5.117 -3.653
H 0.863 2.209 5.019
H 0.562 -1.135 -2.711
H 0.017 0.065 6.153
H -2.124 -0.785 1.011
O 2.044 -5.004 -0.453
H -1.879 -3.085 0.442
H 1.681 4.005 -2.096
H -2.517 -2.658 -2.157
H 2.054 1.388 -4.819
H -1.134 4.450 -3.748
C -4.292 -4.336 -2.370
H 1.700 -2.615 1.243
N 1.537 2.792 -6.845
H -1.793 -1.302 -4.154
H 2.369 -0.386 2.635
H -3.327 -4.918 -2.289
O 3.664 -2.480 1.847
H 0.882 -0.707 2.285
C -2.544 -2.052 -4.309
H -2.808 0.466 0.051
H -2.758 -3.991 -4.977
*
```

***

Entry from the OMol25 dataset: C21H27Br51O2 as an isolated structure in a non-equilibrium geometry (wB97M-V/def2-TZVPD).

The HOMO-LUMO gap comes out at 9.259 eV.

The geometry in ORCA input format:
```
! wB97M-V def2-TZVPD RIJCOSX def2/J DEFGRID3
* xyz 0 1
C 0.388 -6.091 -3.245
Br 2.373 -3.129 4.797
Br 4.482 0.142 -5.305
H -1.345 -3.983 4.573
Br -0.654 -6.399 4.432
H 2.167 -0.504 -6.519
H -1.012 8.163 -1.851
Br -3.891 -0.920 -3.762
H -6.963 -0.247 2.363
Br -3.531 1.957 -0.784
H 0.519 6.404 -0.851
H 1.466 4.181 -1.571
Br 4.220 1.104 5.858
Br -4.162 -5.992 0.245
Br -8.987 0.553 -0.203
Br 1.083 1.481 -5.477
H 0.311 2.925 -1.547
H -0.012 -2.559 0.502
Br 7.215 -0.624 -0.050
H 1.413 8.182 -4.711
C -0.494 6.157 -1.320
C 1.212 -0.327 -5.981
Br 1.673 1.749 4.101
O 0.576 7.457 -3.010
Br -0.381 -0.058 7.611
H -1.395 6.955 -3.103
Br -2.759 -0.813 5.673
H 3.240 -0.205 3.874
Br 5.548 -2.997 4.851
C 0.495 3.960 -1.259
Br -0.257 -0.787 -7.174
C -6.098 0.110 2.901
H -2.290 1.250 6.760
Br -2.262 2.361 3.200
Br 2.102 -1.294 0.983
Br 1.010 -1.527 -4.314
Br -2.535 1.799 -4.720
C 3.344 0.863 4.103
H -2.542 4.127 -1.557
C -2.183 0.241 7.176
Br 4.615 -5.878 0.574
Br 1.976 -5.440 -2.364
H 0.395 4.068 -0.181
Br -1.174 -5.191 1.038
Br 5.279 -2.751 -1.048
Br 4.281 3.052 -3.314
C 7.198 -2.446 -0.349
Br -2.999 -3.185 -0.564
Br -6.365 -0.057 4.816
Br 7.458 -3.499 1.231
C 5.018 1.820 -2.010
Br -0.479 -7.253 -2.083
H 5.719 1.185 -2.492
Br -3.707 4.930 0.380
Br -4.834 4.284 -2.469
Br -7.303 0.824 -2.955
H -0.381 7.990 -4.779
H -6.653 0.962 -0.586
Br 6.698 -1.970 -4.798
Br -4.579 -1.061 2.408
Br 4.019 -2.873 -5.906
C 4.884 -1.584 -4.713
C -0.667 7.240 -2.340
C -3.526 3.800 -1.228
Br 4.512 1.591 2.725
H 7.966 -2.591 -1.168
Br -3.415 0.112 8.673
Br -6.564 -1.470 -0.989
C 0.432 8.314 -4.154
C -7.335 0.305 -1.105
H -2.132 -5.373 -1.246
Br 2.037 -6.182 2.276
Br 3.562 0.865 -1.195
Br 4.071 -5.586 5.352
Br -0.948 3.914 5.652
C -1.438 -4.780 5.288
C 0.159 -1.590 1.021
H -1.223 6.264 -0.546
H 4.463 -1.740 -3.721
C 4.070 -4.004 4.386
C 3.094 -6.990 0.935
Br -3.201 5.340 4.008
Br 5.943 2.734 -0.596
O -0.481 4.861 -1.864
H 4.132 -4.140 3.347
Br -0.561 -4.562 6.960
H 2.570 -7.019 0.037
C -4.159 0.903 -4.357
H 0.799 -6.662 -4.054
Br -0.621 -4.616 -3.780
Br -5.812 1.906 2.481
Br 3.449 -8.775 1.481
C -2.538 -5.025 -0.307
H 0.237 9.394 -3.891
H -0.917 4.470 3.286
C -1.790 4.076 3.866
Br -0.741 -0.259 0.055
Br -0.332 -1.345 2.900
H -4.746 1.404 -3.520
Br -3.283 -5.183 5.729
Br -5.211 0.810 -5.922
*
```

***

Entry from the OMol25 dataset: one molecule with the formula C15H19N3O4 in a non-equilibrium geometry (wB97M-V/def2-TZVPD).

As for the energy above the lowest of the compared OMol25 structures with the same formula, charge and spin: 79.30 kJ/mol. The HOMO-LUMO gap comes out at 8.566 eV.

The geometry in ORCA input format:
```
! wB97M-V def2-TZVPD RIJCOSX def2/J DEFGRID3
* xyz 0 1
O -0.841 -2.930 -0.799
O -2.853 -0.959 -1.270
C -1.409 -0.982 0.694
H 0.638 2.976 -1.120
O -1.140 4.077 0.964
H 0.011 -0.452 -2.786
O -2.593 3.813 -0.699
H -1.655 -2.640 -1.289
C 4.339 -0.224 0.828
H 4.099 -2.034 -0.284
C 2.735 1.562 0.487
C -0.017 2.102 -1.272
H 2.460 2.589 0.744
H -0.610 -2.989 1.228
H -0.591 1.635 0.716
C 3.727 -1.027 -0.104
H -2.470 -4.332 0.639
H -0.346 -0.604 0.703
N -2.181 1.047 -0.554
H -2.846 1.388 -1.258
H 4.366 1.582 1.885
C 3.851 1.020 1.122
C -1.101 1.970 -0.191
C 0.897 0.918 -1.333
N -1.959 -0.584 2.011
H -0.483 3.582 1.481
C 0.802 -0.168 -2.076
C 2.094 0.786 -0.498
N 1.800 -1.045 -1.730
H -3.482 -2.979 0.111
H 1.898 -1.943 -2.158
C -1.346 -2.545 0.537
C -1.702 3.351 -0.048
H -2.130 0.421 2.047
H 5.191 -0.637 1.374
C -2.658 -3.253 0.813
H -3.051 -2.996 1.801
C -2.219 -0.316 -0.460
H -1.345 -0.850 2.787
C 2.587 -0.528 -0.769
H -0.466 2.199 -2.269
*
```

***

Entry from the OMol25 dataset: one molecule with the formula C4H7N3OS in a non-equilibrium geometry (wB97M-V/def2-TZVPD).

As for the energy above the lowest of the compared OMol25 structures with the same formula, charge and spin: 238.52 kJ/mol. The HOMO-LUMO gap comes out at 8.485 eV.

The geometry in ORCA input format:
```
! wB97M-V def2-TZVPD RIJCOSX def2/J DEFGRID3
* xyz 0 1
H -2.321 0.184 0.452
N 2.465 0.987 0.296
C 0.354 1.515 -0.126
C -2.028 -0.459 -0.374
S 2.338 -1.643 0.245
H 0.296 -2.093 1.153
H -0.319 -1.691 -0.941
C -0.687 -1.074 -0.112
C 1.605 2.007 0.154
O -0.569 -1.632 1.100
H -2.750 -1.272 -0.446
N 1.784 -0.104 0.119
H -0.584 1.994 -0.295
H -2.026 0.092 -1.308
N 0.504 0.174 -0.183
H 1.937 3.017 0.267
*
```

***

Entry from the OMol25 dataset: C18H19BCdN6 as an isolated structure in a non-equilibrium geometry (wB97M-V/def2-TZVPD).

The HOMO-LUMO gap (alpha / beta) comes out at 4.952 / 4.799 eV.

The geometry in ORCA input format:
```
! wB97M-V def2-TZVPD RIJCOSX def2/J DEFGRID3
* xyz 2 1
H 0.068 1.213 3.410
N -0.531 3.351 -0.319
H 0.803 -0.324 2.802
C 0.591 -6.778 2.935
H -0.265 5.445 -0.576
C 1.937 3.717 -3.172
H -1.741 2.974 2.661
H -0.673 3.773 -2.465
C 0.054 0.454 2.619
N -1.363 0.561 -1.318
C -0.941 -5.571 1.494
C 1.514 -5.727 2.840
H -1.865 -5.531 0.911
H 0.809 -7.644 3.557
C 3.267 3.305 -3.299
H 2.496 -5.830 3.312
B -0.192 2.904 -1.768
N 2.244 2.029 -1.721
H 0.322 0.946 1.671
C -1.085 4.688 1.382
N -0.932 1.577 -2.130
C -1.175 -2.059 1.038
C -0.658 -3.163 1.238
C -0.124 -4.425 1.591
C -0.578 4.651 0.087
C -0.599 -6.727 2.198
C -2.048 0.135 -3.411
H -2.541 -0.318 -4.247
H 4.029 3.687 -3.959
Cd -1.532 0.028 0.877
H -0.929 -0.080 2.663
C -1.999 -0.348 -2.098
H -1.257 5.556 1.996
N -1.047 2.547 0.671
C -1.362 1.339 -3.389
H 4.304 1.683 -2.158
H 1.393 4.498 -3.689
H -1.267 -7.593 2.180
C 1.168 -4.556 2.164
N 1.328 2.933 -2.228
C -1.348 3.351 1.720
H -1.151 2.065 -4.154
H 1.882 -3.727 2.119
C 3.405 2.249 -2.360
H -2.410 -1.258 -1.678
*
```

***

Entry from the OMol25 dataset: one molecule with the formula C2H2FNO2 in a non-equilibrium geometry (wB97M-V/def2-TZVPD).

As for the energy above the lowest of the compared OMol25 structures with the same formula, charge and spin: 438.80 kJ/mol. The HOMO-LUMO gap (alpha / beta) comes out at 8.949 / 8.950 eV.

The geometry in ORCA input format:
```
! wB97M-V def2-TZVPD RIJCOSX def2/J DEFGRID3
* xyz 0 1
H 1.412 -0.570 -0.108
C -0.678 0.390 -0.043
F -1.512 0.422 1.017
C 0.504 -0.877 0.299
H -1.144 -0.195 -0.762
N 0.216 1.445 -0.229
O 0.241 -1.793 1.014
O 0.960 1.180 -1.186
*
```

***

Entry from the OMol25 dataset: a 4-piece molecular cluster, C52H32N2O9S overall in a non-equilibrium geometry (wB97M-V/def2-TZVPD).

The HOMO-LUMO gap comes out at 7.668 eV.

The geometry in ORCA input format:
```
! wB97M-V def2-TZVPD RIJCOSX def2/J DEFGRID3
* xyz 0 1
C -0.231 9.205 0.017
C 2.115 1.322 -4.447
C 0.865 8.960 -0.796
C 0.911 1.961 -5.060
C 2.795 9.746 -2.148
C 0.166 11.576 -0.149
S -0.840 2.980 -6.449
H -0.546 -3.678 -1.860
C 3.163 12.202 -2.441
H 2.658 -14.673 3.613
C 1.338 -10.374 4.708
H -0.423 -6.198 5.655
H 0.853 -14.922 1.935
C 1.617 10.022 -1.291
C 4.928 13.019 -3.861
N -1.373 2.779 -4.872
C -0.609 -9.392 3.484
H -0.818 8.377 0.397
O 2.220 -10.253 5.537
H 5.458 13.848 -4.316
H -2.119 -6.380 3.856
C 3.550 10.890 -2.718
C 2.099 0.908 -3.041
H -4.891 -3.143 3.627
H 2.985 0.440 -2.551
H -0.702 -13.057 1.504
C 0.211 -11.752 2.953
O -1.284 -1.675 -0.558
C -1.576 2.018 -1.781
H 1.173 -8.040 6.041
C -1.424 -7.194 4.033
O -1.704 4.554 -2.557
C -3.483 -2.902 2.017
C -4.449 -1.078 3.256
C -0.469 -7.090 5.041
C 4.641 10.648 -3.548
H 0.940 3.981 -1.986
H -3.812 0.893 2.677
C 0.083 -12.944 2.243
C 0.863 1.147 -2.188
H 2.886 -12.570 4.882
C -4.326 -2.440 3.024
H -1.430 10.704 0.988
C -0.721 -10.631 2.677
H -1.543 -7.717 -0.838
C -0.577 10.513 0.347
C -3.722 -0.171 2.490
H -0.378 -6.098 -2.307
C -1.063 -4.381 -1.217
C 0.364 -9.278 4.478
C 2.025 12.477 -1.530
C -3.345 -4.361 1.789
C 0.427 -8.127 5.259
O -3.075 3.697 -1.004
C -0.967 -5.743 -1.469
H 6.175 11.520 -4.767
C -2.772 -1.992 1.233
C 0.958 -13.994 2.485
O 3.135 8.601 -2.386
O -1.567 -10.729 1.807
H 1.130 7.941 -1.046
H -2.244 -8.420 2.479
C -2.160 3.478 -1.761
H -2.901 -6.913 1.055
C -0.362 1.805 -2.746
H -2.405 1.323 -2.078
C 1.259 11.334 -0.977
O 1.723 13.621 -1.246
H 3.547 14.286 -2.819
O -1.010 6.550 -1.704
C -2.388 -6.200 0.421
O -3.923 -5.157 2.508
H -5.112 -0.720 4.035
C 1.970 -13.855 3.430
C -2.498 -4.835 0.669
H 4.954 9.631 -3.755
C 2.099 -12.671 4.144
C -0.788 5.377 -1.870
H 0.553 4.548 -0.247
C -1.908 -2.467 0.124
C 1.214 -11.621 3.914
C -2.885 -0.626 1.480
H 0.863 0.819 -1.117
C -0.322 2.188 -4.189
H -1.228 1.798 -0.734
H 3.030 1.146 -5.068
H 1.324 5.669 -1.441
C -1.824 -3.923 -0.145
H -0.110 12.592 0.107
C 5.328 11.711 -4.117
H -2.326 0.084 0.883
N 0.720 2.402 -6.367
C -1.624 -6.653 -0.645
C 3.852 13.265 -3.020
C 0.586 4.824 -1.333
C -1.495 -8.342 3.257
*
```

***

Entry from the OMol25 dataset: an isolated ion of composition C4H11N2 and charge +1 in a non-equilibrium geometry (wB97M-V/def2-TZVPD).

As for the energy above the lowest of the compared OMol25 structures with the same formula, charge and spin: 167.14 kJ/mol. The HOMO-LUMO gap comes out at 8.721 eV.

The geometry in ORCA input format:
```
! wB97M-V def2-TZVPD RIJCOSX def2/J DEFGRID3
* xyz 1 1
H -1.462 -0.109 1.501
N 0.203 -1.428 -2.708
C -0.458 0.291 1.660
H 1.621 -0.068 -0.945
H 0.004 1.703 0.230
H -0.002 2.346 1.743
H -1.461 2.034 0.957
N -0.512 1.712 1.127
H -0.564 -1.407 -3.367
H 1.019 -0.946 -3.068
C -0.159 -1.001 -1.453
H -0.394 0.278 2.747
C 0.642 -0.478 0.933
C 0.633 -0.339 -0.580
H -1.239 -1.038 -1.308
H 1.591 -0.046 1.243
H 0.537 -1.503 1.289
*
```